1.
Formula: C24H27F4N3S3SiTc
Source: the OMol25 dataset
Level of theory: wB97M-V/def2-TZVPD

Positions of all 63 atoms, in Å:
Tc  0.662483  -0.710600  0.196001
S  0.479582  -2.072106  2.132896
S  1.042131  1.043876  1.655384
S  0.060235  0.893479  -1.564417
Si  -2.818543  2.627949  -2.519334
F  4.296680  -2.428915  1.570553
F  3.169884  1.329359  -1.058151
F  6.458151  -1.136839  2.470460
F  5.305012  2.626437  -0.110148
N  0.302057  -2.531390  -1.130568
N  2.532905  -1.250274  -0.275518
N  -1.420271  -0.190572  0.205886
C  -3.794359  1.021160  -0.337550
C  -0.706163  0.989603  5.281340
C  5.933867  0.776335  1.202724
C  5.653065  -0.517740  1.595280
C  -2.382542  1.819236  -4.146725
C  -1.689958  4.065577  -2.147619
C  -0.630513  -1.285978  4.513755
C  -0.094984  1.403201  4.110719
C  -4.593552  3.220573  -2.576839
C  3.967941  0.704592  -0.183818
C  1.494425  -3.360997  -0.828789
C  -0.920299  -3.284994  -0.801449
C  4.544937  -1.189444  1.119602
C  0.258932  0.477198  3.130348
C  -3.702863  0.103119  0.709889
C  -0.974885  -0.359776  5.482987
C  -0.012532  -0.879266  3.331742
C  -1.500176  0.698302  -0.805919
C  0.275749  -2.218087  -2.573556
C  5.070445  1.375851  0.310559
C  -2.484783  -0.484093  0.957776
C  2.755624  -2.529516  -0.941867
C  -2.700659  1.353231  -1.126432
C  3.670138  -0.599991  0.204580
H  -1.791810  -2.675492  -1.034958
H  -4.558965  -0.139562  1.322550
H  3.572063  -3.087573  -0.478974
H  -4.704645  3.959334  -3.373829
H  1.139200  -1.618561  -2.846344
H  -0.834560  -2.338922  4.664600
H  0.271713  -3.150961  -3.148524
H  1.392190  -3.724959  0.194043
H  3.032265  -2.375344  -1.992490
H  -2.320312  -1.195001  1.758070
H  -0.928429  -3.526122  0.259130
H  6.797622  1.301005  1.583206
H  -0.651976  3.743681  -2.057755
H  -1.975233  4.550077  -1.211443
H  -1.453742  -0.690324  6.395561
H  -3.048395  0.978835  -4.355521
H  -4.752153  1.489975  -0.532344
H  -0.975554  1.718715  6.034165
H  1.522127  -4.224734  -1.503745
H  -5.292850  2.407746  -2.784605
H  -1.356654  1.449431  -4.138917
H  -1.749413  4.810925  -2.944322
H  0.112255  2.452479  3.941120
H  -0.617270  -1.642383  -2.802942
H  -2.479736  2.535774  -4.965684
H  -4.893627  3.700594  -1.642873
H  -0.961272  -4.207137  -1.390958

Forces on the atoms, in the same order (eV/Å):
-0.07 0.04 -0.11
0.04 0.01 0.02
0.00 0.02 0.02
-0.01 -0.01 0.02
0.00 0.00 0.00
0.00 0.02 -0.01
0.02 0.00 -0.01
0.00 0.00 0.01
0.01 0.00 0.02
0.03 -0.01 -0.03
-0.04 -0.06 0.05
0.04 -0.01 -0.05
-0.01 -0.01 0.00
0.00 0.00 -0.01
-0.02 -0.04 0.01
0.03 0.05 0.01
0.00 -0.01 0.00
0.01 0.02 0.00
-0.01 -0.01 0.01
-0.01 0.01 0.02
-0.02 0.01 0.00
0.02 0.05 -0.02
-0.01 -0.01 0.01
0.00 0.00 0.00
0.00 -0.03 0.00
0.00 0.00 0.00
0.00 0.00 0.01
0.00 0.00 0.00
0.01 0.00 -0.01
0.01 -0.03 0.05
-0.01 0.00 0.02
-0.03 -0.02 -0.04
0.01 0.00 0.01
0.00 0.01 0.03
0.02 0.00 0.00
0.01 -0.01 0.01
0.00 0.00 0.00
0.00 0.00 0.00
0.00 0.00 -0.02
0.00 0.00 0.00
0.00 0.00 0.00
0.00 0.00 0.00
0.00 0.00 0.00
-0.02 0.01 0.00
-0.01 0.01 -0.01
0.00 0.00 0.00
0.00 0.00 0.00
0.00 0.00 0.00
0.00 0.00 0.00
0.00 0.00 0.00
0.00 0.00 0.00
0.00 0.00 0.00
0.00 0.00 0.00
0.00 0.00 0.00
0.01 0.00 0.00
0.00 0.00 0.00
0.00 0.00 -0.01
0.00 0.00 0.00
0.00 0.00 0.00
0.00 0.00 0.00
0.00 0.00 0.00
0.00 0.00 0.00
0.00 0.00 0.00

Properties
Spin multiplicity = 4
Total charge = 0
Expectation value of S² = 3.78
E_LUMO (spin up / spin down) = 0.35 / -0.94 eV


2.
Formula: C24H27IN9OP
Source: the OMol25 dataset
Level of theory: wB97M-V/def2-TZVPD

Positions of all 63 atoms, in Å:
I  6.146912  -3.950622  -3.071538
P  5.354703  -1.824738  -3.991163
O  4.267707  -2.316069  -5.120457
N  -1.491445  -3.312477  4.389204
N  2.860000  -1.054560  -3.157606
N  1.662459  3.524252  0.870026
N  0.810195  -4.319943  -6.995495
N  4.463821  -1.387812  -1.456503
N  1.262592  -2.022554  1.517227
N  -2.735998  3.140135  1.257252
N  1.996199  -0.658825  -2.259796
N  3.603656  -0.985897  -0.562034
C  0.317487  4.096790  2.765663
C  2.730786  3.945384  1.543784
C  4.073312  -1.404145  -2.732661
C  -0.261089  -3.883634  -7.652964
C  -2.140741  -1.033777  4.054115
C  1.185956  -2.074512  -6.235601
C  -4.481108  1.728767  2.095192
C  1.591841  -0.593345  1.427197
C  -3.449085  -2.439738  5.462129
C  -4.920111  4.032352  1.663988
C  1.513927  -3.421694  -6.306876
C  -0.672972  -2.559986  -7.652845
C  -3.599787  4.153122  1.256882
C  -2.549249  -3.458000  5.183522
C  -1.298696  -2.116592  3.833981
C  2.392022  -0.607954  -0.983715
C  1.432804  -0.053663  0.016788
C  -5.368899  2.792990  2.091868
C  -3.237054  -1.198341  4.884129
C  1.436402  4.540075  3.452298
C  -3.180978  1.955429  1.670868
C  0.066038  -1.639614  -6.927149
C  2.671828  4.463906  2.828871
C  0.477942  3.599863  1.480436
H  -0.228972  -0.598291  -6.896283
H  -2.457501  1.146225  1.657643
H  1.348956  4.935002  4.456511
H  -1.933010  -0.080952  3.584318
H  1.819482  -2.463491  2.241093
H  -0.435564  -2.024076  3.182079
H  -6.393054  2.658268  2.414781
H  1.522111  -2.497020  0.659036
H  1.788994  -1.396984  -5.647802
H  3.573902  4.792436  3.326806
H  -5.577394  4.890673  1.643441
H  0.878127  -0.045434  2.052961
H  1.652195  1.021089  0.062189
H  3.681917  3.862266  1.028670
H  4.756799  -2.439072  -5.950295
H  -0.817267  -4.632788  -8.206308
H  -2.682244  -4.441708  5.620876
H  -4.786445  0.741705  2.415291
H  -3.213214  5.106693  0.913610
H  -0.668693  4.132429  3.208854
H  0.413815  -0.153825  -0.357371
H  -0.382727  3.247409  0.925593
H  -4.290793  -2.618538  6.117327
H  -3.912863  -0.375174  5.080452
H  2.587857  -0.355430  1.811250
H  2.378002  -3.803366  -5.777900
H  -1.553792  -2.262619  -8.205838

Forces on the atoms, in the same order (eV/Å):
-0.03 -0.02 0.08
-0.24 -0.01 -0.08
0.66 0.07 -0.18
0.00 0.00 -0.01
0.15 -0.03 -0.04
0.03 -0.13 0.02
0.02 0.01 -0.02
0.02 0.02 -0.13
0.27 0.03 -0.16
-0.11 -0.02 0.03
-0.07 0.06 0.07
0.04 0.06 0.02
-0.02 0.02 0.02
-0.02 0.02 -0.01
-0.08 -0.04 0.25
0.02 -0.03 0.00
0.01 0.02 -0.02
-0.05 -0.02 -0.07
-0.02 0.00 0.01
-0.30 -0.04 0.22
0.00 0.01 -0.01
-0.01 -0.02 0.01
-0.07 -0.07 0.00
-0.01 0.03 0.01
0.01 -0.01 0.00
0.02 -0.01 -0.01
0.00 0.02 0.05
-0.03 -0.19 -0.14
0.21 0.37 0.16
0.01 0.01 0.00
-0.01 0.00 0.00
0.00 -0.01 0.00
0.05 0.00 -0.02
0.01 0.04 0.02
-0.01 -0.02 0.01
0.14 -0.04 -0.07
0.00 0.00 0.00
-0.03 0.00 -0.02
0.00 0.00 0.00
0.01 -0.01 0.03
-0.10 0.01 0.02
-0.09 -0.02 -0.02
0.00 0.00 0.00
-0.02 -0.02 0.03
0.02 -0.03 0.04
0.01 0.00 -0.01
0.00 0.01 0.00
0.09 0.03 0.01
-0.17 0.04 -0.05
0.00 0.02 0.01
-0.34 0.00 0.05
-0.01 0.01 0.00
-0.01 0.01 0.01
0.02 -0.01 0.00
-0.01 0.01 0.00
-0.01 -0.01 -0.02
0.04 -0.12 -0.02
-0.01 0.05 0.01
0.00 -0.01 0.00
0.00 0.01 0.00
0.03 -0.07 -0.14
0.01 0.02 0.04
0.00 -0.01 0.00

Properties
Structure (SMILES) = NCCc1nnc(P(O)I)nn1.c1ccncc1.c1ccncc1.c1ccncc1.c1ccncc1
Spin multiplicity = 1
Total charge = 0
E_LUMO = -0.82 eV


3.
Formula: C24H27MnN3O3PSTe2
Source: the OMol25 dataset
Level of theory: wB97M-V/def2-TZVPD

Positions of all 62 atoms, in Å:
Te  0.275721  -1.176013  -2.808550
Te  2.743874  -0.075504  0.261743
Mn  0.174966  -0.008237  -0.457914
S  -0.112112  -1.183891  2.521632
P  -1.957882  -0.996632  -2.017203
O  -2.966643  -0.176962  -2.929047
O  -2.668022  -2.386244  -1.914557
O  -1.784184  -0.289145  -0.670831
N  -0.035878  2.010033  -0.234364
N  -0.737208  1.703433  3.287939
N  -0.220266  0.205491  1.555104
C  -1.367133  1.175408  5.560938
C  -1.339975  -1.090469  6.353718
C  -0.428619  2.451475  0.970949
C  4.731152  -0.961988  -1.693852
C  -1.565120  0.255272  6.582132
C  -4.042510  -2.496952  -1.430404
C  5.819557  -0.941217  -2.560128
C  -3.414223  2.104805  -2.185567
C  -0.220733  4.221682  -1.095836
C  4.462551  -2.107437  -0.949153
C  3.269903  -2.130006  -0.027708
C  5.286250  -3.221504  -1.076156
C  -0.697021  -0.597287  4.089994
C  0.066291  2.875558  -1.242545
C  6.366567  -3.196331  -1.942208
C  6.633422  -2.054611  -2.686039
C  -0.912373  -1.515543  5.101865
C  -0.470621  1.381874  1.998871
C  -0.642964  4.677811  0.140911
C  -0.930026  0.752533  4.318820
C  -4.954130  -2.860565  -2.574671
C  -2.733302  1.221876  -3.206718
C  -0.749514  3.779859  1.192253
C  3.828809  0.239282  -1.556544
H  7.481584  -2.028897  -3.356834
H  5.081676  -4.109614  -0.490867
H  -1.654268  1.397442  -3.244956
H  -0.121351  4.888833  -1.939825
H  2.412143  -2.631834  -0.475027
H  -0.854492  2.669639  3.532988
H  -3.261048  3.152512  -2.451040
H  -1.552778  2.229334  5.733023
H  -4.486734  1.913188  -2.168613
H  0.383331  2.458217  -2.190569
H  -3.133410  1.383717  -4.205426
H  -0.739246  -2.568415  4.915228
H  -5.973672  -2.976455  -2.204943
H  -1.496877  -1.813879  7.141303
H  7.006056  -4.064204  -2.030937
H  3.489733  -2.583212  0.936062
H  4.387104  1.170193  -1.485083
H  -1.900402  0.597029  7.551300
H  -4.334343  -1.557823  -0.958568
H  -3.011218  1.925862  -1.188761
H  -4.012131  -3.272393  -0.668211
H  -4.643098  -3.800244  -3.028864
H  3.116582  0.314846  -2.378440
H  -4.946498  -2.081021  -3.334960
H  6.032940  -0.046970  -3.133045
H  -1.089316  4.123995  2.158705
H  -0.888900  5.720312  0.289487

Forces on the atoms, in the same order (eV/Å):
0.05 -0.07 -0.09
0.14 -0.04 -0.09
-0.20 0.11 0.37
0.03 0.01 0.05
-0.01 0.18 0.18
0.02 -0.02 -0.02
0.03 -0.03 0.01
-0.04 -0.08 -0.26
0.00 -0.03 -0.06
0.06 0.00 -0.01
0.09 -0.02 -0.13
-0.01 0.01 0.00
0.00 0.00 0.00
0.00 -0.01 0.01
0.01 0.00 0.02
0.00 0.00 0.00
0.00 -0.01 -0.01
0.00 -0.01 -0.01
0.01 0.00 -0.01
0.00 0.01 0.00
0.00 0.02 0.00
-0.08 0.01 0.03
0.00 0.00 -0.01
0.00 -0.01 -0.02
-0.01 0.00 0.02
0.00 -0.01 0.01
0.00 0.01 0.00
-0.01 0.00 0.01
-0.04 0.01 0.02
0.01 0.00 -0.01
-0.03 0.00 0.01
0.00 0.01 0.00
-0.01 0.00 0.00
0.00 -0.02 0.02
-0.03 0.03 0.01
0.00 0.00 0.00
0.00 0.00 0.00
0.00 0.00 0.00
0.00 0.00 0.00
0.01 -0.02 0.00
-0.02 0.00 0.00
0.00 0.00 0.00
0.00 0.00 0.00
0.00 0.00 0.00
0.00 0.00 0.00
0.00 0.00 0.00
0.00 0.00 0.00
0.00 -0.01 0.00
0.00 0.00 0.00
0.00 0.00 0.00
0.02 0.01 0.00
0.01 -0.01 0.00
0.00 0.00 0.00
0.00 0.00 0.00
0.00 0.00 0.00
0.00 0.00 0.00
0.00 0.00 0.00
0.00 0.01 0.00
0.00 0.00 0.00
0.00 0.00 0.00
0.00 0.01 0.00
0.00 0.00 0.00

Properties
Spin multiplicity = 2
Total charge = +1
Expectation value of S² = 1.02
E_LUMO (spin up / spin down) = -3.31 / -3.32 eV


4.
Formula: C24H27N3O5
Source: the OMol25 dataset
Level of theory: wB97M-V/def2-TZVPD

Positions of all 59 atoms, in Å:
O  -1.346836  6.842911  -3.751717
O  0.822583  2.528554  1.179310
O  2.610587  -2.470358  0.230661
O  -0.586481  5.783302  -5.575821
O  -1.184477  -2.500203  2.787475
N  1.299469  1.820040  -0.936623
N  0.819520  -2.838162  1.642920
N  -0.295979  -0.929229  1.376136
C  1.139232  -4.121846  2.154440
C  1.572025  -2.142774  0.747149
C  2.143078  -7.982602  3.715882
C  1.257412  1.693857  0.420832
C  -1.862676  7.863555  -4.591392
C  0.855012  -0.806765  0.528562
C  -0.204697  4.814166  -3.435501
C  -0.715548  5.835918  -4.376417
C  1.683984  -5.086532  1.318058
C  -0.335531  -2.112694  2.029362
C  0.101374  3.938735  -1.213216
C  -2.053740  0.362105  0.185708
C  -3.039966  1.506521  0.396803
C  1.796803  0.352403  0.898135
C  0.913051  -4.409396  3.493896
C  1.778660  -6.638823  3.163565
C  0.793502  2.847777  -1.735768
C  -0.391730  4.911057  -2.059171
C  0.487466  3.721442  -3.955500
C  0.980383  2.747663  -3.115797
C  2.003835  -6.330764  1.827871
C  -2.763670  -0.887776  -0.325874
C  1.227173  -5.662268  3.984307
C  -1.329115  0.072664  1.506234
H  -3.258683  -0.684029  -1.272491
H  2.155804  -8.735510  2.931745
H  -2.519653  2.395846  0.743810
H  0.626585  3.656839  -5.023747
H  -3.787921  1.230906  1.136263
H  -2.060077  -1.704367  -0.475706
H  -3.546502  1.746180  -0.534790
H  2.430844  -7.076031  1.172746
H  -2.331633  8.590728  -3.933507
H  -0.039997  4.019694  -0.148950
H  0.562413  -0.728799  -0.528393
H  -2.037246  -0.319499  2.239949
H  1.440626  -8.286792  4.488412
H  1.044409  -5.882881  5.025813
H  -0.890371  0.995029  1.897052
H  -3.511282  -1.215177  0.392586
H  -1.057079  8.327251  -5.164634
H  -2.593551  7.448552  -5.288751
H  1.908899  0.393599  1.982666
H  -1.316685  0.685137  -0.558999
H  -0.926701  5.755005  -1.654209
H  1.515832  1.901694  -3.524014
H  1.762007  1.080968  -1.450249
H  1.864452  -4.860967  0.279392
H  3.136915  -7.942766  4.162988
H  2.772064  0.150376  0.449314
H  0.481825  -3.663460  4.141195

Forces on the atoms, in the same order (eV/Å):
0.11 -0.23 0.32
-0.13 0.24 0.14
0.08 0.01 -0.05
-0.02 0.03 0.11
-0.17 -0.17 0.21
0.20 -0.19 -0.39
-0.10 -0.27 0.20
0.06 0.11 -0.04
0.08 -0.32 0.12
-0.01 0.48 -0.27
0.07 0.03 0.02
0.34 -0.46 0.17
-0.08 0.19 -0.38
0.32 0.03 -0.08
0.07 -0.14 0.19
-0.03 0.10 -0.29
-0.07 0.15 -0.02
-0.08 0.02 -0.10
0.02 -0.07 0.26
-0.12 -0.11 0.21
0.29 -0.11 -0.10
-0.18 -0.04 0.02
0.04 0.09 -0.05
-0.04 0.02 -0.04
-0.21 0.33 -0.15
0.04 -0.03 -0.38
-0.12 0.18 0.04
0.00 0.01 0.11
-0.04 0.01 0.11
0.23 0.21 -0.03
0.04 -0.01 -0.10
-0.22 0.25 -0.10
-0.06 -0.03 -0.10
0.00 -0.09 -0.01
0.00 0.16 0.06
0.02 -0.02 -0.08
-0.14 -0.02 0.11
0.03 -0.14 -0.04
-0.09 0.06 -0.06
0.04 -0.08 -0.07
0.03 -0.05 -0.02
0.00 0.01 0.01
0.07 -0.10 0.09
0.03 0.08 -0.03
-0.02 -0.08 0.04
-0.03 -0.03 0.11
-0.08 -0.08 0.04
-0.11 -0.07 0.09
-0.09 -0.01 0.05
0.05 0.07 0.06
0.01 0.04 -0.08
0.02 0.01 -0.01
-0.03 0.05 0.05
0.06 -0.09 -0.05
-0.07 0.09 0.18
0.01 0.03 -0.07
0.05 -0.08 0.04
-0.01 0.00 -0.03
-0.04 0.05 0.03

Properties
Structure (SMILES) = COC(=O)c1ccc(NC(=O)C[C@H]2C(=O)N(c3ccc(C)cc3)C(=O)N2CC(C)C)cc1
Spin multiplicity = 1
Total charge = 0
E_LUMO = 0.33 eV


Number 1: molecular weight 655.78 g/mol. Number 2: molecular weight 615.42 g/mol. Number 3: molecular weight 778.68 g/mol. Number 4: molecular weight 437.50 g/mol.